[1]
{"formula": "C2H33O19V2", "method": "ωB97M-V/def2-TZVPD", "elements": ["O", "V", "O", "O", "V", "O", "C", "C", "O", "H", "H", "H", "H", "H", "O", "H", "H", "O", "H", "H", "O", "H", "H", "O", "H", "H", "O", "H", "H", "O", "H", "H", "O", "H", "H", "O", "H", "H", "O", "H", "H", "O", "H", "H", "O", "H", "H", "O", "H", "H", "O", "H", "H", "O", "H", "H"], "coordinates": [[0.589, 0.720, -0.779], [-0.377, 1.117, -2.013], [-1.562, -0.003, -1.827], [1.158, -1.469, 1.743], [0.851, -0.153, 0.859], [-0.753, -0.102, 0.916], [1.017, 0.731, 3.654], [1.972, 1.409, 2.754], [1.265, 1.645, 1.574], [0.682, 1.412, 4.356], [1.396, -0.019, 4.378], [0.043, 0.329, 3.233], [2.703, 0.743, 2.464], [2.396, 2.321, 3.159], [0.798, -0.140, -3.249], [0.566, -0.036, -4.181], [1.725, 0.177, -3.231], [-2.686, 1.002, 1.375], [-1.950, 0.416, 1.209], [-2.591, 1.129, 2.357], [3.506, -3.190, 1.695], [3.452, -2.262, 1.778], [2.747, -3.500, 2.198], [1.067, 2.599, -2.371], [1.538, 2.781, -1.565], [1.310, 3.219, -3.089], [-1.369, -1.816, -3.937], [-2.189, -1.825, -4.375], [-0.738, -2.432, -4.332], [-1.808, -2.345, 2.647], [-1.654, -2.181, 1.731], [-2.496, -2.993, 2.552], [2.825, -0.257, 0.181], [3.477, 0.455, 0.270], [2.999, -0.586, -0.702], [1.567, 3.895, 0.440], [0.733, 4.259, 0.112], [1.357, 3.088, 0.894], [1.077, -3.650, 2.541], [1.076, -2.761, 2.187], [0.812, -3.482, 3.454], [0.542, -1.939, -0.689], [-0.090, -2.601, -0.419], [0.733, -2.134, -1.610], [-3.820, -0.166, -1.550], [-4.323, 0.356, -2.206], [-2.911, -0.283, -1.774], [-1.385, 2.346, -0.601], [-1.357, 3.345, -0.626], [-1.925, 2.101, 0.127], [-1.315, 1.903, -3.729], [-1.504, 2.882, -3.833], [-2.167, 1.596, -4.007], [-2.111, -2.141, 0.015], [-3.024, -2.143, 0.318], [-1.880, -1.360, -0.493]], "lowdin_charge": [-0.394, 1.009, -0.248, -0.283, 0.949, -0.318, -0.085, -0.335, -0.328, 0.050, 0.107, 0.095, 0.066, 0.135, -0.032, 0.102, 0.122, -0.060, -0.123, 0.097, -0.057, -0.031, -0.023, -0.048, 0.058, 0.137, -0.017, 0.029, 0.065, -0.037, -0.048, 0.034, -0.032, 0.121, 0.094, -0.041, 0.031, -0.052, -0.065, -0.117, 0.064, -0.017, 0.073, 0.075, -0.041, 0.055, -0.129, -0.024, 0.139, 0.028, -0.035, 0.151, 0.095, -0.046, 0.085, -0.003], "total_energy_ha": -3413.2786, "charge": 1, "mol_weight_g_mol": 463.155, "orbital_gap_ev": 6.090}



[2]
{"formula": "C39H34ClEuN3SSi2", "method": "ωB97M-V/def2-TZVPD", "elements": ["C", "C", "C", "H", "C", "C", "H", "H", "H", "H", "Eu", "Si", "C", "C", "H", "C", "H", "C", "H", "C", "H", "C", "H", "C", "C", "H", "C", "H", "C", "H", "C", "H", "C", "H", "H", "Si", "C", "C", "H", "C", "H", "C", "H", "C", "H", "C", "H", "C", "C", "H", "C", "H", "C", "H", "C", "H", "C", "H", "H", "Cl", "N", "C", "C", "C", "C", "C", "C", "N", "C", "C", "C", "S", "C", "N", "H", "H", "H", "H", "H", "H", "H"], "coordinates": [[2.216, 0.880, 3.447], [2.524, 0.024, 2.346], [2.325, 0.767, 1.148], [2.887, -1.001, 2.408], [1.876, 2.072, 1.507], [1.831, 2.145, 2.926], [1.624, 3.044, 3.506], [2.314, 0.633, 4.504], [2.543, 0.437, 0.134], [1.641, 2.884, 0.818], [-0.280, 0.318, 2.004], [-2.377, -0.323, -1.011], [-1.326, -1.907, -0.410], [-2.151, -3.001, -0.136], [-3.234, -2.891, -0.191], [-1.602, -4.237, 0.211], [-2.249, -5.117, 0.259], [-0.233, -4.357, 0.483], [0.181, -5.329, 0.745], [0.566, -3.222, 0.453], [1.619, -3.293, 0.746], [0.033, -2.004, -0.002], [0.732, -1.158, -0.065], [0.950, 0.159, -2.251], [2.182, -0.501, -2.427], [2.268, -1.586, -2.333], [3.284, 0.277, -2.809], [4.203, -0.211, -3.160], [3.184, 1.676, -2.823], [3.979, 2.296, -3.239], [2.031, 2.324, -2.346], [1.939, 3.415, -2.325], [0.914, 1.557, -2.031], [-0.022, 2.017, -1.691], [-1.183, 0.579, -0.582], [-0.631, -0.544, -2.945], [-0.604, 0.220, -4.677], [-0.188, -0.578, -5.757], [-0.385, -1.657, -5.732], [0.511, 0.020, -6.814], [0.875, -0.619, -7.613], [0.750, 1.398, -6.819], [1.387, 1.839, -7.593], [0.129, 2.192, -5.847], [0.253, 3.272, -5.890], [-0.630, 1.618, -4.820], [-1.173, 2.229, -4.091], [-1.007, -2.339, -3.388], [0.036, -3.257, -3.413], [1.049, -2.917, -3.190], [-0.235, -4.609, -3.675], [0.602, -5.318, -3.687], [-1.550, -5.030, -3.917], [-1.745, -6.080, -4.177], [-2.597, -4.092, -3.907], [-3.615, -4.412, -4.114], [-2.330, -2.751, -3.630], [-3.136, -2.016, -3.531], [-3.705, 0.248, -1.390], [-3.091, 0.008, 1.168], [-1.241, 2.978, 5.741], [-0.821, 2.007, 6.653], [-0.514, 2.112, 7.998], [0.139, 1.016, 8.598], [0.445, -0.129, 7.843], [0.123, -0.212, 6.479], [-0.504, 0.880, 5.874], [-0.745, 1.163, 4.528], [-1.160, 2.457, 4.487], [-1.341, 3.243, 3.276], [-1.346, 4.627, 3.194], [-1.343, 5.155, 1.540], [-1.308, 3.475, 1.022], [-1.315, 2.601, 2.028], [-1.527, 3.925, 5.960], [-0.777, 3.022, 8.539], [0.402, 1.051, 9.658], [0.946, -0.966, 8.336], [0.351, -1.073, 5.854], [-1.296, 5.279, 4.062], [-1.330, 3.200, -0.032]], "lowdin_spin": [-0.005, -0.005, -0.005, 0.001, -0.006, -0.006, 0.000, 0.000, 0.000, 0.000, 7.037, -0.001, -0.001, 0.001, 0.000, -0.001, 0.000, 0.001, 0.000, 0.000, 0.000, -0.001, 0.000, 0.000, 0.000, 0.000, 0.000, 0.000, 0.000, 0.000, 0.000, 0.000, 0.000, 0.000, -0.001, 0.000, 0.000, 0.000, 0.000, 0.000, 0.000, 0.000, 0.000, 0.000, 0.000, 0.000, 0.000, 0.000, 0.000, 0.000, 0.000, 0.000, 0.000, 0.000, 0.000, 0.000, 0.000, 0.000, 0.000, -0.004, 0.001, 0.000, 0.000, 0.000, 0.000, 0.000, 0.000, -0.006, 0.002, 0.001, 0.000, 0.001, 0.004, -0.008, 0.000, 0.000, 0.000, 0.000, 0.000, 0.000, 0.000], "spin_multiplicity": 8, "total_energy_ha": -3818.5019, "mol_weight_g_mol": 820.378, "orbital_gap_ev": [5.764, 5.779], "s_squared": 15.760}



[3]
{"formula": "C23H41INO15P3S", "method": "ωB97M-V/def2-TZVPD", "elements": ["C", "C", "C", "C", "C", "N", "C", "O", "O", "C", "C", "C", "O", "I", "C", "C", "C", "C", "C", "S", "H", "H", "H", "H", "H", "H", "H", "H", "H", "H", "H", "H", "H", "H", "C", "O", "P", "O", "O", "C", "O", "C", "H", "H", "H", "H", "H", "H", "H", "H", "H", "C", "O", "P", "O", "O", "C", "O", "C", "H", "H", "H", "H", "H", "H", "H", "H", "H", "C", "O", "P", "O", "O", "C", "O", "C", "H", "H", "H", "H", "H", "H", "H", "H", "H"], "coordinates": [[7.570, 1.457, -1.393], [6.583, 0.568, -1.376], [5.510, -0.515, -0.866], [3.985, -0.009, -0.883], [2.943, -0.920, -1.686], [1.510, -0.625, -1.764], [0.657, -1.622, -2.531], [-0.187, -1.241, -3.416], [0.881, -2.977, -2.172], [0.937, 0.547, -1.100], [-0.663, 0.884, -1.128], [-1.082, 1.019, 0.455], [-1.739, 2.026, 0.855], [-0.432, -0.557, 1.845], [1.873, 1.543, -0.273], [3.452, 1.304, -0.125], [4.438, 2.240, 0.727], [3.851, 3.694, 1.111], [4.006, 4.031, 2.693], [5.858, 4.315, 2.975], [8.567, 2.039, -1.506], [5.775, -0.975, 0.173], [5.588, -1.412, -1.610], [3.336, -1.867, -2.207], [-0.887, 1.877, -1.668], [-1.289, -0.009, -1.522], [1.348, 2.422, 0.242], [5.472, 2.419, 0.228], [4.679, 1.654, 1.710], [2.769, 3.893, 0.780], [4.503, 4.488, 0.554], [3.610, 3.125, 3.308], [3.394, 4.979, 2.990], [6.456, 4.200, 1.700], [-0.024, 9.352, 5.154], [0.172, 8.057, 5.705], [1.783, 7.788, 6.257], [2.204, 7.298, 4.873], [1.315, 6.496, 7.158], [-0.034, 6.293, 7.548], [3.381, 7.559, 6.859], [4.168, 8.741, 6.843], [-1.059, 9.437, 4.816], [0.164, 10.112, 5.916], [0.643, 9.511, 4.301], [-0.597, 5.879, 6.710], [-0.491, 7.216, 7.906], [-0.050, 5.564, 8.363], [3.709, 9.501, 7.477], [4.260, 9.121, 5.821], [5.161, 8.508, 7.230], [-5.558, -3.695, -2.690], [-4.780, -2.945, -3.612], [-5.199, -1.274, -3.660], [-6.268, -1.531, -4.720], [-3.788, -0.882, -4.403], [-2.655, -1.740, -4.378], [-5.582, 0.406, -3.618], [-6.484, 0.756, -2.579], [-5.242, -4.739, -2.730], [-5.400, -3.315, -1.677], [-6.621, -3.634, -2.945], [-2.788, -2.538, -5.111], [-2.483, -2.149, -3.384], [-1.778, -1.160, -4.666], [-6.045, 0.517, -1.609], [-7.427, 0.213, -2.698], [-6.679, 1.828, -2.627], [-1.026, -7.893, -1.336], [-1.713, -9.116, -1.567], [-2.983, -8.976, -2.724], [-3.982, -8.581, -1.639], [-3.042, -10.604, -2.944], [-1.969, -11.455, -2.579], [-4.184, -8.822, -3.949], [-4.167, -7.560, -4.602], [-0.252, -8.061, -0.585], [-0.555, -7.551, -2.261], [-1.718, -7.128, -0.969], [-1.990, -11.628, -1.502], [-1.008, -11.045, -2.890], [-2.108, -12.418, -3.080], [-3.205, -7.411, -5.093], [-4.338, -6.759, -3.878], [-4.958, -7.540, -5.353]], "lowdin_charge": [0.069, -0.099, -0.170, -0.063, 0.106, 0.047, -0.490, -0.043, -0.153, -0.104, -0.084, -0.735, -0.055, 0.795, 0.067, -0.025, -0.173, -0.280, -0.510, 0.610, 0.063, 0.139, 0.119, 0.146, 0.147, 0.129, 0.104, 0.094, 0.138, 0.095, 0.107, 0.089, 0.087, -0.127, -0.142, -0.287, 0.728, -0.268, -0.248, -0.126, -0.256, -0.156, 0.090, 0.079, 0.082, 0.091, 0.082, 0.090, 0.075, 0.082, 0.089, -0.137, -0.285, 0.721, -0.260, -0.244, -0.130, -0.263, -0.163, 0.075, 0.079, 0.083, 0.094, 0.078, 0.066, 0.072, 0.081, 0.086, -0.139, -0.289, 0.725, -0.260, -0.248, -0.129, -0.254, -0.149, 0.089, 0.081, 0.082, 0.090, 0.081, 0.089, 0.078, 0.066, 0.091], "total_energy_ha": -3803.6375, "mol_weight_g_mol": 823.466, "orbital_gap_ev": 6.027}



[4]
{"formula": "C4H3N", "method": "ωB97M-V/def2-TZVPD", "elements": ["C", "C", "C", "C", "N", "H", "H", "H"], "coordinates": [[-0.668, 1.480, 0.384], [0.179, 0.559, 0.048], [0.731, -0.632, 0.075], [0.350, -1.612, -0.894], [0.043, -2.372, -1.711], [-0.808, 2.525, 0.119], [-1.257, 0.938, 1.115], [1.430, -0.887, 0.865]], "nbo_charge": [-0.475, 0.181, -0.424, 0.262, -0.305, 0.249, 0.251, 0.261], "total_energy_ha": -208.8811, "mol_weight_g_mol": 65.075, "orbital_gap_ev": 10.413, "e_above_lowest_kcal_mol": 13.0}



[5]
{"formula": "C2H4INO2", "method": "ωB97M-V/def2-TZVPD", "elements": ["C", "C", "N", "O", "O", "I", "H", "H", "H", "H"], "coordinates": [[-0.408, 0.523, 0.091], [-0.389, 0.134, 1.524], [0.362, -0.749, -0.893], [-0.830, 1.487, -0.509], [1.687, -0.494, -1.086], [-0.945, -0.850, -2.634], [-0.988, -0.759, 1.520], [0.589, -0.014, 1.832], [-0.844, 0.921, 2.141], [1.767, -0.199, -1.985]], "lowdin_spin": [0.048, 0.014, 0.869, 0.072, 0.183, 0.787, 0.002, 0.001, 0.001, 0.022], "spin_multiplicity": 3, "total_energy_ha": -581.3418, "mol_weight_g_mol": 200.963, "orbital_gap_ev": [7.039, 6.799], "s_squared": 2.008, "e_above_lowest_kcal_mol": 72.4}



[6]
{"formula": "C15H45O8Y", "method": "ωB97M-V/def2-TZVPD", "elements": ["Y", "C", "O", "H", "H", "H", "C", "C", "O", "H", "H", "H", "H", "H", "H", "C", "C", "O", "H", "H", "H", "H", "H", "H", "C", "C", "O", "H", "H", "H", "H", "H", "H", "C", "C", "O", "H", "H", "H", "H", "H", "H", "C", "C", "O", "H", "H", "H", "H", "H", "H", "C", "C", "O", "H", "H", "H", "H", "H", "H", "C", "C", "O", "H", "H", "H", "H", "H", "H"], "coordinates": [[4.291, 12.090, 6.238], [2.419, 10.810, 3.426], [2.890, 11.067, 4.712], [3.201, 10.335, 2.832], [1.559, 10.143, 3.369], [2.158, 11.719, 2.885], [0.670, 14.064, 5.010], [0.996, 13.451, 6.360], [2.340, 13.639, 6.543], [0.972, 15.112, 5.021], [-0.358, 13.929, 4.674], [1.271, 13.590, 4.234], [0.746, 12.391, 6.329], [0.449, 13.888, 7.195], [2.405, 14.536, 6.878], [4.571, 14.193, 2.718], [4.046, 14.915, 3.968], [4.607, 14.281, 5.080], [4.270, 14.632, 1.767], [4.336, 13.130, 2.666], [5.650, 14.277, 2.596], [2.957, 14.954, 3.972], [4.315, 15.971, 3.922], [5.451, 14.691, 5.282], [1.385, 14.203, 0.438], [1.181, 14.790, -0.988], [1.842, 16.047, -1.036], [2.445, 14.228, 0.692], [1.090, 13.158, 0.532], [0.875, 14.743, 1.235], [0.120, 14.845, -1.232], [1.645, 14.119, -1.711], [1.841, 16.299, -1.963], [4.267, 7.664, 7.832], [4.141, 8.554, 6.578], [4.946, 9.741, 6.613], [3.551, 6.842, 7.864], [4.165, 8.254, 8.742], [5.261, 7.215, 7.817], [3.109, 8.895, 6.487], [4.317, 8.053, 5.626], [5.847, 9.541, 6.350], [4.815, 7.399, 2.533], [5.491, 8.669, 1.985], [6.457, 8.210, 1.035], [5.565, 6.771, 3.015], [4.275, 6.806, 1.795], [4.088, 7.574, 3.327], [6.081, 9.129, 2.778], [4.774, 9.359, 1.540], [6.959, 9.007, 0.849], [0.546, 8.675, 0.577], [1.125, 7.445, 1.301], [0.190, 6.402, 1.444], [1.172, 9.557, 0.708], [-0.420, 8.864, 1.047], [0.472, 8.496, -0.496], [1.379, 7.872, 2.271], [2.026, 7.085, 0.806], [0.685, 5.585, 1.532], [0.434, 7.958, 5.087], [0.306, 7.999, 6.630], [0.732, 9.231, 7.143], [-0.202, 8.686, 4.583], [0.155, 6.975, 4.706], [1.480, 8.104, 4.820], [1.022, 7.289, 7.045], [-0.676, 7.648, 6.947], [0.089, 9.903, 6.906]], "lowdin_charge": [1.994, -0.205, -0.410, 0.062, 0.066, 0.065, -0.045, -0.290, -0.170, 0.087, 0.103, 0.058, 0.115, 0.141, 0.128, -0.047, -0.250, -0.172, 0.080, 0.068, 0.085, 0.099, 0.142, 0.123, -0.084, -0.297, -0.076, 0.035, 0.063, 0.065, 0.112, 0.110, 0.087, -0.030, -0.252, -0.188, 0.090, 0.085, 0.082, 0.080, 0.116, 0.113, -0.075, -0.312, -0.064, 0.081, 0.072, 0.041, 0.094, 0.094, 0.082, -0.070, -0.338, -0.053, 0.055, 0.079, 0.079, 0.066, 0.107, 0.089, -0.073, -0.303, -0.093, 0.078, 0.083, 0.044, 0.103, 0.121, 0.078], "total_energy_ha": -1238.1128, "charge": 2, "mol_weight_g_mol": 442.423, "orbital_gap_ev": 5.226, "e_above_lowest_kcal_mol": 0.0}



no.,strongest force on any atom (Eh/bohr)
1,0.121
2,0.091
3,0.196
4,0.025
5,0.081
6,0.120